1.
C7H11N3 as an isolated structure at a distorted geometry, computed with ωB97M-V/def2-TZVPD.

XYZ file:
```
21
Properties=species:S:1:pos:R:3
C -3.245 -0.082 0.527
C -2.061 0.318 1.049
C -2.000 -0.283 -1.078
C 0.211 0.752 -0.383
C 2.421 -0.218 -1.021
C 1.462 -0.587 1.239
C 1.194 -0.454 -0.183
N -3.213 -0.433 -0.736
N 0.503 1.936 -0.728
N -1.210 0.189 -0.041
H -4.149 -0.063 1.023
H -1.609 0.483 2.026
H -1.694 -0.530 -2.038
H 3.253 0.151 -0.392
H 2.330 0.435 -1.820
H 2.628 -1.238 -1.307
H 1.353 -1.642 1.662
H 0.672 0.014 1.880
H 2.484 -0.181 1.569
H 0.812 -1.310 -0.650
H -0.141 2.745 -0.600
```

Energy above the lowest of the compared OMol25 structures with the same formula, charge and spin   112.1 kJ/mol
Gap between HOMO and LUMO   9.69 eV

2.
An isolated ion of composition C4H8NS and charge +1 at a distorted geometry, computed with ωB97M-V/def2-TZVPD.

XYZ file:
```
14
Properties=species:S:1:pos:R:3
C 0.404 -0.599 -1.092
C 0.453 -1.655 -1.879
C 0.440 0.548 -0.504
C -0.524 1.124 1.747
N -0.756 1.065 0.272
S 1.126 -3.254 -1.489
H 1.456 -2.778 -0.205
H 0.174 -1.816 -2.929
H 1.153 1.344 -0.641
H -0.504 0.193 2.141
H 0.491 1.608 1.999
H -1.379 1.613 2.245
H -0.829 2.047 0.086
H -1.705 0.559 0.248
```

Structure (SMILES)   C[NH2+]C=C=CS
Energy above the lowest of the compared OMol25 structures with the same formula, charge and spin   190.0 kJ/mol
Gap between HOMO and LUMO   9.18 eV
Charge   +1

3.
A 10-piece molecular cluster, C30H85N5O15 overall at a distorted geometry, computed with ωB97M-V/def2-TZVPD.

XYZ file:
```
135
Properties=species:S:1:pos:R:3
C 22.947 10.176 -2.358
C 23.539 9.654 -3.644
C 22.545 8.777 -4.421
O 21.244 9.325 -4.682
C 20.357 8.427 -5.344
N 24.030 10.722 -4.509
H 23.817 10.545 -1.814
H 22.461 9.493 -1.662
H 22.219 10.970 -2.525
H 24.446 9.102 -3.393
H 22.360 7.914 -3.782
H 22.894 8.399 -5.383
H 19.356 8.844 -5.451
H 20.444 7.515 -4.753
H 20.675 8.049 -6.315
H 23.309 11.202 -5.028
H 24.363 11.454 -3.897
C 11.590 9.922 -6.158
C 10.307 10.086 -7.095
C 9.843 8.817 -7.776
O 8.637 9.136 -8.409
C 7.821 8.012 -8.548
N 9.362 10.647 -6.128
H 11.481 9.201 -5.347
H 11.893 10.869 -5.711
H 12.441 9.536 -6.719
H 10.451 10.851 -7.857
H 9.775 8.078 -6.978
H 10.481 8.444 -8.577
H 8.143 7.234 -9.241
H 6.806 8.331 -8.784
H 7.635 7.558 -7.574
H 8.424 10.489 -6.466
H 9.448 11.651 -6.049
C 15.574 -0.428 -18.021
C 14.207 0.051 -17.608
C 14.092 0.382 -16.045
O 12.742 0.544 -15.599
C 12.646 0.946 -14.241
N 14.008 1.269 -18.396
H 15.710 -1.421 -17.591
H 16.415 0.216 -17.764
H 15.693 -0.506 -19.102
H 13.491 -0.694 -17.957
H 14.767 1.173 -15.719
H 14.510 -0.534 -15.626
H 12.739 2.021 -14.090
H 13.414 0.448 -13.649
H 11.660 0.647 -13.885
H 13.145 1.568 -17.965
H 14.635 2.022 -18.151
C 18.188 4.234 -0.540
C 18.674 2.782 -0.338
C 19.000 2.370 1.089
O 20.179 3.029 1.565
C 20.735 2.401 2.731
N 17.589 2.032 -0.940
H 17.729 4.394 -1.515
H 18.967 4.974 -0.355
H 17.369 4.507 0.125
H 19.554 2.638 -0.965
H 18.931 1.290 1.216
H 18.182 2.667 1.745
H 21.115 1.445 2.370
H 19.944 2.199 3.453
H 21.587 2.916 3.176
H 17.957 1.095 -0.857
H 17.562 2.268 -1.922
C 12.955 -6.412 -10.890
C 12.196 -5.473 -9.980
C 12.869 -4.042 -9.880
O 12.141 -3.028 -9.228
C 12.249 -3.017 -7.753
N 10.790 -5.405 -10.357
H 13.994 -6.672 -10.688
H 12.634 -6.056 -11.869
H 12.592 -7.436 -10.806
H 12.228 -5.771 -8.932
H 12.966 -3.666 -10.899
H 13.865 -4.102 -9.441
H 13.258 -2.991 -7.343
H 11.706 -3.893 -7.399
H 11.785 -2.106 -7.375
H 10.366 -4.523 -10.109
H 10.647 -5.372 -11.356
C 11.062 4.783 -2.940
C 10.910 3.936 -1.677
O 9.776 3.137 -1.784
O 10.837 3.882 -4.065
H 12.018 5.303 -2.990
H 10.292 5.554 -2.941
H 10.913 4.679 -0.880
H 11.844 3.382 -1.584
H 10.044 2.264 -1.489
H 10.128 3.331 -3.726
C 14.901 3.068 -7.487
C 14.704 4.649 -7.721
O 15.523 5.068 -8.798
O 16.204 2.661 -6.927
H 14.692 2.536 -8.416
H 14.143 2.704 -6.794
H 15.109 5.267 -6.920
H 13.665 4.943 -7.871
H 15.400 6.003 -8.976
H 16.849 2.973 -7.567
C 17.636 10.233 -10.942
C 17.140 10.180 -12.368
O 18.205 9.902 -13.252
O 16.535 10.233 -10.151
H 18.229 11.122 -10.729
H 18.276 9.362 -10.801
H 16.694 11.110 -12.722
H 16.421 9.369 -12.483
H 18.958 10.469 -13.070
H 16.763 10.753 -9.378
C 22.538 0.295 -6.590
C 22.151 1.873 -6.627
O 21.472 2.113 -7.807
O 23.456 -0.055 -7.619
H 21.630 -0.250 -6.850
H 22.847 -0.035 -5.599
H 23.085 2.434 -6.591
H 21.463 2.063 -5.803
H 21.985 1.801 -8.556
H 24.324 0.323 -7.464
C 18.857 -2.371 -10.750
C 18.477 -2.249 -12.215
O 19.394 -2.786 -13.109
O 18.590 -3.689 -10.350
H 18.229 -1.678 -10.190
H 19.908 -2.089 -10.682
H 18.366 -1.178 -12.385
H 17.501 -2.675 -12.445
H 19.616 -3.691 -12.876
H 19.260 -4.223 -10.782
```

Structure (SMILES)   COC[C@H](C)N.COC[C@H](C)N.COC[C@H](C)N.COC[C@H](C)N.COC[C@H](C)N.OCCO.OCCO.OCCO.OCCO.OCCO
Energy above the lowest of the compared OMol25 structures with the same formula, charge and spin   395.3 kJ/mol
Gap between HOMO and LUMO   8.98 eV

4.
C7H16Cl2N2O2PReS as an isolated structure at a distorted geometry, computed with ωB97M-V/def2-TZVPD.

XYZ file:
```
32
Properties=species:S:1:pos:R:3
C -0.625 4.361 2.246
C -0.304 3.220 1.368
H -0.625 5.268 1.628
H 0.099 4.472 3.064
H -1.630 4.245 2.675
O -0.312 3.121 0.169
Cl 0.128 1.722 2.351
Re 0.532 -0.133 0.885
P -1.301 -0.491 -0.329
C -1.179 -0.648 -2.155
C -2.259 -2.021 0.006
H -2.649 1.081 0.941
H -3.539 0.397 -0.454
H -2.304 1.692 -0.687
C -2.580 0.800 -0.115
H -2.220 -2.252 1.075
H -3.297 -1.851 -0.306
H -2.193 -0.719 -2.578
H -0.616 -1.561 -2.393
H -1.815 -2.851 -0.555
H -0.653 0.218 -2.581
C 1.343 0.819 -0.594
O 1.877 1.353 -1.495
Cl -0.511 -1.313 2.744
N 4.072 -1.605 -0.062
C 2.973 -2.250 -0.446
N 3.036 -3.125 -1.446
S 1.419 -2.163 0.378
H 4.984 -1.845 -0.441
H 4.043 -0.913 0.678
H 2.187 -3.610 -1.716
H 3.920 -3.418 -1.853
```

Gap between HOMO and LUMO (alpha / beta)   7.92 / 6.52 eV
Charge   +3
Spin multiplicity   4

5.
A 3-piece molecular cluster, C16H32Br2NO4S2 overall, computed with ωB97M-V/def2-TZVPD.

XYZ file:
```
57
Properties=species:S:1:pos:R:3
C 0.471 -0.806 -0.153
C 1.737 -0.568 -0.989
Br 1.664 1.219 -1.765
C 3.009 -0.860 -0.196
Br 4.635 -0.446 -1.183
C 3.039 -0.237 1.205
C 3.372 1.253 1.242
C 3.176 1.827 2.647
N 3.230 0.738 3.687
C 4.332 -0.241 3.401
C 4.009 -1.007 2.116
H -0.217 -1.445 -0.706
H -0.047 0.135 0.003
H 0.649 -1.298 0.794
H 1.711 -1.216 -1.860
H 3.070 -1.945 -0.113
H 2.038 -0.350 1.619
H 2.719 1.809 0.576
H 4.397 1.419 0.914
H 2.228 2.345 2.771
H 3.974 2.524 2.894
H 2.340 0.238 3.699
H 3.335 1.152 4.611
H 5.254 0.331 3.339
H 4.405 -0.912 4.252
H 3.558 -1.964 2.376
H 4.938 -1.189 1.579
C -4.327 -0.356 1.415
C -4.545 0.146 2.852
C -3.224 -0.042 3.610
S -1.934 0.071 2.364
O -1.253 -1.204 2.288
O -1.142 1.265 2.565
C -3.009 0.257 0.949
H -5.145 -0.070 0.758
H -4.254 -1.445 1.404
H -4.811 1.204 2.833
H -5.354 -0.387 3.348
H -3.042 0.724 4.358
H -3.144 -1.029 4.060
H -2.558 -0.235 0.089
H -3.103 1.325 0.755
C -1.966 0.952 -5.500
C -0.907 -0.142 -5.698
C -0.635 -0.767 -4.324
S -2.157 -0.576 -3.382
O -1.909 0.309 -2.266
O -2.758 -1.864 -3.150
C -3.058 0.324 -4.638
H -2.367 1.304 -6.448
H -1.531 1.808 -4.981
H -1.291 -0.902 -6.380
H 0.009 0.255 -6.132
H -0.401 -1.827 -4.378
H 0.149 -0.239 -3.783
H -3.713 1.040 -4.148
H -3.646 -0.404 -5.196
```

Gap between HOMO and LUMO   9.49 eV
Charge   +1

6.
C30H28F5NO2S3Sc as an isolated structure, computed with ωB97M-V/def2-TZVPD.

XYZ file:
```
70
Properties=species:S:1:pos:R:3
Sc -0.347 -0.024 -1.806
O -1.155 -1.809 -0.958
S -1.400 -2.955 -1.964
C -3.047 -2.649 -2.672
C -4.108 -3.395 -1.859
C -3.506 -3.689 -0.486
C -2.101 -4.173 -0.800
H -2.992 -2.917 -3.725
H -3.142 -1.568 -2.632
H -4.362 -4.339 -2.349
H -5.022 -2.804 -1.795
H -4.086 -4.425 0.075
H -3.444 -2.775 0.107
H -2.117 -5.141 -1.310
H -1.420 -4.226 0.050
F -0.044 3.278 -1.066
C -1.368 3.078 -1.319
C -1.808 1.829 -1.693
C -3.171 1.756 -1.878
F -3.759 0.572 -2.203
C -4.042 2.824 -1.730
F -5.369 2.688 -1.918
C -3.536 4.058 -1.369
F -4.355 5.113 -1.219
C -2.176 4.191 -1.157
F -1.677 5.386 -0.789
C 4.341 -3.133 -0.466
C 4.853 -2.055 -1.174
C 4.058 -0.977 -1.527
C 2.696 -0.927 -1.175
C 2.190 -2.039 -0.466
C 2.992 -3.110 -0.125
N 1.843 0.104 -1.500
C 2.372 1.310 -1.972
C 3.373 2.022 -1.287
C 3.781 3.272 -1.715
C 3.206 3.859 -2.839
C 2.232 3.159 -3.534
C 1.830 1.897 -3.121
H 4.970 -3.973 -0.198
H 5.896 -2.054 -1.475
H 4.489 -0.170 -2.104
H 1.138 -2.050 -0.204
H 2.555 -3.944 0.414
H 3.820 1.577 -0.404
H 4.550 3.801 -1.162
H 3.519 4.842 -3.166
H 1.780 3.590 -4.419
H 1.102 1.338 -3.705
C -0.997 -0.623 6.985
C -0.537 -0.339 5.581
C -1.450 -0.044 4.575
C -1.033 0.194 3.273
C 0.318 0.139 2.978
C 1.247 -0.174 3.959
C 0.817 -0.400 5.256
S 0.884 0.432 1.305
C 1.308 2.161 1.531
O -0.383 0.445 0.490
H -2.012 -0.260 7.148
H -0.343 -0.148 7.718
H -0.991 -1.696 7.187
H -2.507 -0.001 4.812
H -1.735 0.409 2.477
H 2.299 -0.249 3.707
H 1.542 -0.641 6.026
H 0.422 2.698 1.866
H 1.638 2.529 0.561
H 2.115 2.232 2.261
S -0.636 -0.888 -3.907
```

Energy above the lowest of the compared OMol25 structures with the same formula, charge and spin   13.8 kJ/mol
Gap between HOMO and LUMO   5.92 eV
Charge   -1

7.
C24H45F5OP2TeTl as an isolated structure at a distorted geometry, computed with ωB97M-V/def2-TZVPD.

XYZ file:
```
79
Properties=species:S:1:pos:R:3
Tl -0.015 -0.245 -1.137
C -2.569 1.768 0.811
C -2.918 0.859 -0.226
C -2.765 -0.330 1.740
C -2.491 1.039 2.027
C -3.032 -0.445 0.348
C -2.379 3.224 0.652
H -2.028 3.475 -0.358
H -1.648 3.606 1.376
H -3.323 3.768 0.816
C -2.174 1.586 3.357
H -2.164 2.681 3.337
H -1.191 1.239 3.702
H -2.914 1.255 4.098
C -2.812 -1.425 2.722
H -3.831 -1.552 3.123
H -2.134 -1.229 3.562
H -2.518 -2.377 2.264
C -3.390 -1.688 -0.368
H -4.479 -1.760 -0.518
H -3.075 -2.574 0.199
H -2.923 -1.738 -1.362
C -3.126 1.236 -1.639
H -4.019 1.872 -1.758
H -3.265 0.357 -2.278
H -2.272 1.815 -2.030
C 1.789 0.814 -2.785
C 0.684 1.616 -2.916
C -0.168 1.645 -4.152
C -1.119 0.435 -4.449
C -1.085 -0.753 -3.531
C 0.031 -1.529 -3.408
C 1.249 -1.299 -4.253
C 2.226 -0.144 -3.855
H 0.462 1.793 -5.047
H -0.895 0.103 -5.479
H -0.807 2.543 -4.085
H 2.473 0.405 -4.782
H 2.500 0.947 -1.958
H 0.460 2.402 -2.178
H 3.168 -0.611 -3.526
H 1.834 -2.235 -4.262
H 0.032 -2.451 -2.817
H 0.947 -1.121 -5.300
H -2.152 0.822 -4.477
H -2.046 -1.054 -3.100
P 1.859 2.151 1.376
C 1.580 3.286 2.798
H 2.419 3.989 2.884
H 1.472 2.687 3.711
H 0.645 3.836 2.620
C 3.560 1.558 1.737
H 4.198 2.408 2.014
H 3.956 1.064 0.840
H 3.503 0.832 2.559
C 2.290 3.421 0.108
H 2.584 2.934 -0.833
H 3.112 4.047 0.480
H 1.409 4.048 -0.085
P 1.162 -2.941 0.220
C -0.070 -4.104 -0.514
H 0.414 -5.022 -0.876
H -0.596 -3.619 -1.349
H -0.814 -4.356 0.255
C 2.641 -3.282 -0.820
H 2.422 -3.131 -1.887
H 2.998 -4.308 -0.653
H 3.426 -2.571 -0.524
C 1.598 -3.830 1.749
H 1.984 -4.835 1.535
H 0.705 -3.886 2.383
H 2.346 -3.237 2.286
F 0.818 1.254 4.956
Te 1.281 -0.553 4.447
F 1.772 -2.400 4.291
F 3.136 -0.055 4.340
F 1.615 -0.785 6.303
F -0.519 -1.086 4.869
O 0.966 -0.255 2.681
```

Gap between HOMO and LUMO (alpha / beta)   4.46 / 4.35 eV
Charge   +1